(1)
The following is a DFT calculation (ωB97M-V/def2-TZVPD) of a gas-phase ion, C12H18N3 (charge +1).

Results
- SMILES = CC1(C)NCCC(=[N+]=C2C=CC=CC2)N1
- total charge = +1
- energy relative to the best compared isomer or geometry (same formula, charge and spin) (kcal per mole) = 56.5
- HOMO (eV) = -12.29
- HOMO-LUMO gap (eV) = 8.28
- LUMO level (eV) = -4.0

Element x y z (Å)
C  0.13517  -4.64595  -1.79970
C  -0.62833  -4.08831  -0.76599
C  1.08606  -3.88828  -2.35357
C  -0.52419  -2.82093  -0.31373
C  1.24855  -2.47234  -1.97607
C  0.44753  -1.88115  -0.81534
C  0.20617  0.21838  0.44998
C  1.30064  0.48229  1.45462
C  1.49718  2.02736  1.64321
C  -2.24105  2.75059  1.26442
C  -0.48431  3.14053  -0.55739
C  -0.82558  2.41425  0.79864
N  -0.85266  0.96687  0.45829
N  0.57182  -0.67291  -0.41032
N  0.16704  2.64967  1.83045
H  -0.04370  -5.63789  -2.20846
H  -1.08745  -4.82714  -0.17759
H  1.86202  -4.16928  -3.01120
H  -1.25838  -2.41629  0.50966
H  1.18553  -1.87383  -2.89136
H  0.93907  0.24309  2.45128
H  2.25121  0.00604  1.23822
H  2.05446  2.41008  2.50131
H  1.86315  2.54709  0.72777
H  -2.50052  3.86182  1.18711
H  -3.00984  2.23592  0.57463
H  -2.31399  2.34210  2.20491
H  -0.08332  2.50999  -1.31188
H  0.12190  4.02559  -0.37763
H  -1.56111  3.43690  -0.91835
H  2.30453  -2.03536  -1.78348
H  -1.50244  0.76059  -0.28997
H  -0.32514  2.40048  2.66753



(2)
The following is a DFT calculation (ωB97M-V/def2-TZVPD) of a single C12H18N3O4P molecule.

Results
- SMILES = O=P(N1[C@@H]2COC[C@@H]21)(N1[C@@H]2COC[C@@H]21)N1[C@@H]2COC[C@@H]21
- total charge = 0
- energy relative to the best compared isomer or geometry (same formula, charge and spin) (kcal per mole) = 8.0
- HOMO (eV) = -9.52
- HOMO-LUMO gap (eV) = 10.29
- LUMO level (eV) = 0.8

Element x y z (Å)
O  1.26159  -0.95665  0.27715
O  -1.70698  -0.40661  4.41486
O  -1.36032  -2.96776  -3.67884
O  2.69627  3.82346  -0.70121
N  -0.84324  0.03331  1.45897
N  -0.94235  -0.94319  -1.27359
N  0.62819  1.45173  -0.58812
C  -2.24094  -1.15822  3.27543
C  -0.66768  0.45536  4.02923
C  -1.01931  -1.58254  -3.78324
C  -1.57663  -3.25485  -2.26859
C  1.54554  3.78430  0.12284
C  2.56568  2.77066  -1.68138
C  -1.13677  -1.16183  2.23305
C  -0.08392  -0.10565  2.72277
C  -0.25192  -1.25348  -2.52174
C  -0.59506  -2.35411  -1.50334
C  1.35493  2.29367  0.36027
C  2.09032  1.59464  -0.80882
P  0.05511  -0.12553  -0.03272
H  -2.50553  -2.17646  3.51578
H  -3.14352  -0.62757  2.85689
H  0.07635  0.42735  4.83812
H  -1.05297  1.45816  3.93391
H  -0.40840  -1.40285  -4.66396
H  -1.94777  -0.97570  -3.85366
H  -1.36496  -4.29344  -2.09549
H  -2.62942  -3.02871  -1.98040
H  1.69198  4.35129  1.03236
H  0.68868  4.26479  -0.40529
H  3.50640  2.57156  -2.20487
H  1.85936  2.94260  -2.49760
H  -0.75422  -2.13534  1.89020
H  0.96182  -0.37259  2.70425
H  0.74375  -0.83596  -2.67099
H  0.32312  -2.80576  -1.09936
H  1.42289  1.92772  1.37173
H  2.75989  0.77421  -0.72459



(3)
The following is a DFT calculation (ωB97M-V/def2-TZVPD) of a gas-phase ion, C12H18N3O7 (charge -1).

Results
- SMILES = CNC(=O)[C@@H](CC(=O)O)NC(=O)[C@@H](CCC(=O)[O-])NC(C)=O
- total charge = -1
- energy relative to the best compared isomer or geometry (same formula, charge and spin) (kcal per mole) = 29.9
- HOMO (eV) = -5.61
- HOMO-LUMO gap (eV) = 8.67
- LUMO level (eV) = 3.1

Element x y z (Å)
O  0.22917  2.27618  -1.62449
O  1.79477  -1.38124  0.58866
O  -3.32652  -3.11809  2.45303
O  -2.80448  -1.44649  -2.45235
O  -1.82179  1.30157  1.30172
O  3.50812  -0.16894  1.28637
O  -2.89246  -0.89738  2.54726
C  1.41523  2.06927  -1.12917
C  2.35917  -0.65799  1.47111
C  -2.81583  -2.09431  1.90527
C  -1.76816  -1.20009  -1.80202
C  -0.77165  0.91602  0.89119
N  -0.60395  -0.92277  -2.38127
N  -0.68975  -0.26882  0.31155
N  1.60335  1.76541  0.17632
C  2.54125  2.12843  -2.00194
C  -0.55280  -0.94028  -3.81937
C  1.58411  -0.16123  2.70123
C  -2.20425  -2.24114  0.42694
C  0.98656  1.30756  2.60586
C  -1.86450  -0.92883  -0.25798
C  0.52244  1.73479  1.17594
H  -2.74938  -0.14437  1.89958
H  0.13051  -0.56731  -1.81394
H  0.15110  -0.73410  0.30827
H  2.52536  1.53776  0.46565
H  2.26963  2.24300  -3.03415
H  3.05678  1.17528  -1.87607
H  3.25615  2.99619  -1.74999
H  -1.03378  -1.71986  -4.25599
H  -0.81527  0.01186  -4.19515
H  0.53123  -1.07895  -3.98672
H  0.77985  -0.88203  2.87684
H  2.33773  -0.35236  3.50024
H  -1.34489  -2.90376  0.35038
H  -3.06380  -2.64656  -0.09123
H  1.82469  1.91300  2.98058
H  0.13840  1.51882  3.30868
H  -2.59970  -0.21055  -0.18855
H  0.17737  2.77233  1.12769



(4)
The following is a DFT calculation (ωB97M-V/def2-TZVPD) of 6 unconnected molecules or ions with the total composition C12H18N6.

Results
- spin multiplicity = 2
- total charge = +1
- HOMO (alpha / beta) (eV) = -14.03 / -14.02
- HOMO-LUMO gap (alpha / beta) (eV) = 9.48 / 2.55
- LUMO level (alpha / beta) (eV) = -4.6 / -11.5
- expectation value of S² = 0.757

Element x y z (Å)
C  1.32932  0.47088  0.33142
C  1.71824  -0.77489  -0.40930
N  2.06113  -1.72537  -0.95792
H  0.28964  0.32691  0.62545
H  1.52272  1.36836  -0.25614
H  1.90027  0.66654  1.23907
C  -0.22401  -3.39560  -2.94556
C  0.24534  -4.55608  -3.62467
N  0.59314  -5.52797  -4.16449
H  -1.31234  -3.39043  -2.88561
H  0.22969  -2.55095  -3.46405
H  0.13321  -3.17052  -1.94067
C  -1.10857  -2.95750  1.59517
C  -2.56704  -2.87348  1.31311
N  -3.73079  -2.79953  1.19742
H  -0.56919  -2.01136  1.55045
H  -0.66636  -3.70068  0.93167
H  -1.12350  -3.29713  2.63079
C  -0.56838  1.76520  -2.84201
C  -1.20566  0.55024  -2.40633
N  -1.65003  -0.43846  -1.98059
H  0.35738  1.95902  -2.30025
H  -1.24567  2.61827  -2.80143
H  -0.25233  1.47164  -3.84303
C  -1.84413  2.66887  1.62760
C  -3.00376  3.09534  0.77975
N  -3.90288  3.40292  0.14070
H  -1.85656  1.57912  1.60799
H  -1.87661  3.07127  2.64008
H  -0.90122  3.07705  1.26374
C  3.03109  2.93064  2.68802
C  3.50737  1.65101  3.25619
N  3.83198  0.60121  3.68928
H  2.40006  3.40681  3.43848
H  2.55108  2.92126  1.70945
H  3.90736  3.56736  2.56621



(5)
The following is a DFT calculation (ωB97M-V/def2-TZVPD) of 2 unconnected molecules or ions with the total composition C12H18N6O4.

Results
- SMILES = N[C@@H](Cc1c[nH]cn1)C(=O)O.N[C@@H](Cc1c[nH]cn1)C(=O)O
- total charge = 0
- energy relative to the best compared isomer or geometry (same formula, charge and spin) (kcal per mole) = 1.4
- HOMO (eV) = -8.68
- HOMO-LUMO gap (eV) = 9.08
- LUMO level (eV) = 0.4

Element x y z (Å)
C  2.04584  -0.63679  0.33117
C  2.07247  -2.00196  -0.37703
C  3.28864  -0.41545  1.20917
C  4.49595  0.07329  0.46281
C  5.29391  -0.57999  -0.43701
C  5.97852  1.49236  -0.14506
C  -4.73169  -0.61405  -0.21608
C  -3.62976  -1.66040  0.04079
C  -4.27132  0.36214  -1.31037
C  -3.08911  1.17067  -0.87521
C  -1.77847  1.02631  -1.23504
C  -1.99829  2.62658  0.25899
H  0.52720  0.45768  1.18268
H  0.80137  -0.96621  1.93177
H  2.04540  0.11295  -0.46940
H  3.51204  -1.33914  1.75464
H  3.04799  0.35781  1.94663
H  5.24966  -1.58308  -0.83326
H  6.58107  2.38530  -0.26191
H  6.98912  0.18736  -1.47257
H  0.22843  -1.84996  -0.25153
H  -4.62190  0.89934  1.15895
H  -6.10673  0.20848  1.07792
H  -5.59140  -1.18470  -0.59208
H  -4.01617  -0.21950  -2.19859
H  -5.10378  1.02949  -1.56352
H  -1.28874  0.33756  -1.90846
H  -1.71770  3.42530  0.93509
H  -0.10011  2.13735  -0.53498
H  -4.10713  -1.38025  1.79918
N  0.75501  -0.51786  1.01937
N  4.93258  1.37093  0.63434
N  6.24148  0.34033  -0.81559
N  -5.11297  0.00890  1.05408
N  -3.21304  2.17347  0.06671
N  -1.09222  1.97005  -0.50781
O  3.08443  -2.59697  -0.65723
O  0.85990  -2.47192  -0.67798
O  -2.98387  -2.16119  -0.84837
O  -3.47662  -1.97421  1.32481



(6)
The following is a DFT calculation (ωB97M-V/def2-TZVPD) of a molecular structure, C12H18OSi.

Results
- total charge = 0
- energy relative to the best compared isomer or geometry (same formula, charge and spin) (kcal per mole) = 85.5
- HOMO (eV) = -8.61
- HOMO-LUMO gap (eV) = 9.42
- LUMO level (eV) = 0.8

Element x y z (Å)
C  -0.10987  -1.44877  3.39455
C  0.81459  -0.37679  3.09621
C  -1.10347  -1.69421  2.44869
C  0.57200  0.37890  2.01567
C  -1.29912  -0.89526  1.31833
C  -0.33232  0.08473  1.03175
C  -2.33071  -1.02340  0.23959
C  -0.55293  0.81533  -0.22112
C  -1.14274  2.17926  -0.02381
C  1.58419  -1.43191  -1.01814
C  2.20587  1.53906  -1.53441
C  -0.16649  0.02625  -3.31524
O  -2.02983  -0.08645  -0.73806
Si  0.70570  0.27803  -1.62829
H  0.09676  -1.98153  4.29705
H  1.58514  0.01515  3.89355
H  -1.74700  -2.50967  2.50738
H  1.30015  1.07941  1.70356
H  -2.40659  -2.11783  -0.25271
H  -3.36978  -0.72968  0.64443
H  -0.51735  3.00383  0.23826
H  -1.74444  2.10447  0.89840
H  -1.80140  2.36154  -0.74543
H  2.46881  -1.41861  -0.27635
H  0.90369  -1.95784  -0.42354
H  1.95652  -2.03199  -1.75788
H  1.95303  2.40916  -2.05301
H  2.42891  1.82213  -0.50405
H  3.02199  1.14614  -2.08232
H  -1.23793  0.05128  -3.26183
H  -0.04430  1.10043  -3.88103
H  0.33893  -0.69115  -4.01019



Listing strongest force on any atom for the structures above in their given order: 3.6; 2.6; 6.1; 4.7; 0.5; 4.2 eV/Å.